No. 1
Here is C5H10O2 in the gas phase from the Open Molecules 2025 dataset. Energies are from ωB97M-V/def2-TZVPD.

- SMILES: CC(=O)C(C)(C)O
- Spin multiplicity: 1
- Highest occupied orbital energy: -9.97 eV
- Frontier orbital gap: 10.81 eV
- Energy: -9442.2590 eV

```
17
C5H10O2 | the Open Molecules 2025 dataset | ωB97M-V/def2-TZVPD
C 1.76 0.27 -0.87
C 1.04 -0.49 0.21
O 1.64 -1.24 0.96
C -0.47 -0.32 0.38
C -0.72 1.01 1.12
C -1.21 -0.35 -0.96
O -0.96 -1.38 1.17
H 1.64 -0.27 -1.82
H 2.82 0.33 -0.64
H 1.35 1.28 -1.02
H -0.51 0.87 2.18
H -1.76 1.31 1.01
H -0.09 1.83 0.74
H -2.28 -0.26 -0.76
H -1.03 -1.29 -1.48
H -0.91 0.48 -1.60
H -0.17 -1.75 1.61
```

Atomic partial charges in e from the natural (NBO) method, atoms 1 to 2: number 1, C, carries -0.728; number 2, C, carries 0.597

No. 2
Here is 2 unconnected molecules or ions with the total composition C7H9N3O in a non-equilibrium geometry from the Open Molecules 2025 dataset. Energies are from ωB97M-V/def2-TZVPD.

- SMILES: C=C1ON=N/C1=N\C.C#CC
- Spin multiplicity: 1
- Highest occupied orbital energy (spin up / spin down): -9.22 / -9.22 eV
- Frontier orbital gap (spin up / spin down): 8.57 / 8.57 eV
- Energy: -13916.9042 eV

```
20
C7H9N3O | the Open Molecules 2025 dataset | ωB97M-V/def2-TZVPD
C -2.27 0.78 -0.60
C -2.04 0.09 0.54
O -2.66 0.31 1.75
N -1.95 -0.46 2.77
N -1.10 -1.17 2.26
C -0.95 -0.92 0.82
N -0.13 -1.58 0.12
C 0.85 -2.49 0.53
H -3.02 1.59 -0.81
H -1.65 0.73 -1.49
H 0.57 -3.02 1.48
H 0.98 -3.33 -0.30
H 1.78 -1.85 0.54
C 0.99 1.90 1.42
C 1.25 1.64 0.25
C 1.56 1.16 -1.13
H 0.94 2.10 2.47
H 0.81 0.50 -1.45
H 2.54 0.64 -1.11
H 1.64 1.92 -1.86
```

Atomic partial charges in e from the natural (NBO) method, atoms 1 to 2: number 1, C, carries -0.398; number 2, C, carries 0.195

No. 3
Here is C3H7N3S in the gas phase in a non-equilibrium geometry from the Open Molecules 2025 dataset. Energies are from ωB97M-V/def2-TZVPD.

- SMILES: C=CCN/N=N\S
- Spin multiplicity: 1
- Highest occupied orbital energy: -8.52 eV
- Frontier orbital gap: 9.33 eV
- Energy: -18526.0238 eV

```
14
C3H7N3S | the Open Molecules 2025 dataset | ωB97M-V/def2-TZVPD
C 1.27 1.03 0.79
C 0.11 0.48 0.59
C -0.19 -0.37 -0.57
N -0.96 -1.60 -0.31
N -1.90 -1.47 0.65
N -2.71 -0.58 0.72
S -3.12 0.53 -0.55
H 2.26 0.96 0.22
H 1.16 1.60 1.70
H -0.72 0.71 1.30
H -0.74 0.32 -1.22
H 0.83 -0.67 -1.08
H -0.51 -2.46 -0.26
H -2.79 -0.20 -1.63
```

Atomic partial charges in e from the natural (NBO) method, atoms 1 to 2: number 1, C, carries -0.401; number 2, C, carries -0.210